[1]
Molecular formula: C9H8N4O
Method: DFT, ωB97M-V with the def2-TZVPD basis set

Atoms and positions in Å:
C  1.027  3.622  -2.070
C  -0.832  -1.072  1.466
C  1.958  3.212  -1.162
C  -0.397  1.863  -1.330
H  -1.352  1.389  -1.421
H  1.193  4.443  -2.785
N  1.126  0.030  1.510
H  -0.814  3.235  -2.964
C  0.479  -0.944  2.043
H  2.520  1.866  0.367
H  1.787  -1.678  3.669
C  1.720  2.136  -0.309
N  0.205  -2.964  3.335
C  -0.128  2.923  -2.201
O  0.723  -3.679  4.455
H  -1.565  -1.829  1.712
N  -1.011  -0.117  0.606
C  0.913  -1.912  3.042
H  2.927  3.761  -1.078
C  0.490  1.501  -0.302
H  0.494  -4.644  4.431
N  0.181  0.500  0.629

energy above the lowest of the compared OMol25 structures with the same formula, charge and spin = 2.504 eV
gap between HOMO and LUMO = 8.808 eV
calculated total energy = -641.92394 Eh
SMILES = O/N=C/c1cnn(-c2ccccc2)n1
total charge = 0

These are the Mulliken partial charges, in e, on atoms 1 to 6: -0.34, -0.15, -0.49, -0.28, 0.40, 0.32



[2]
Molecular formula: C9H8N4O13PtS
Method: DFT, ωB97M-V with the def2-TZVPD basis set

Atoms and positions in Å:
O  1.797  -1.607  1.548
O  -2.703  -4.577  -0.120
C  1.144  1.947  -0.467
H  -2.202  -1.670  2.932
O  -1.164  1.802  -0.266
C  3.696  1.077  0.374
O  3.913  -1.520  1.127
C  2.236  2.806  -0.511
N  2.776  -1.060  1.045
N  -1.351  -0.686  1.279
N  4.627  3.254  -0.170
H  2.081  3.826  -0.823
Pt  -1.478  -0.493  -0.780
C  3.496  2.345  -0.122
H  -3.565  -3.242  1.755
H  -1.039  -2.609  1.992
O  5.718  2.854  0.222
S  -3.360  -0.227  -2.685
C  1.350  0.533  -0.207
O  -0.238  3.661  -1.032
C  -1.880  -1.916  1.915
C  -2.433  -3.379  -0.059
O  -3.878  -1.358  -3.402
O  4.439  4.394  -0.574
O  -3.929  1.045  -3.039
H  -0.347  -0.620  1.480
O  -1.809  -0.185  -2.751
C  -3.004  -2.562  1.115
N  -0.122  2.466  -0.677
H  -1.801  0.159  1.626
H  -3.682  -1.799  0.728
O  -3.468  -0.460  -1.144
O  -1.660  -2.759  -0.862
O  0.583  -0.411  -0.582
H  4.657  0.756  0.741
C  2.603  0.215  0.395

expectation value of S² = 2.0313
energy above the lowest of the compared OMol25 structures with the same formula, charge and spin = 0.345 eV
multiplicity = 3
gap between HOMO and LUMO (alpha / beta) = 5.188 / 7.840 eV
calculated total energy = -2062.24174 Eh
total charge = -2

These are the Mulliken partial charges, in e, on atoms 1 to 6: -0.57, -0.78, -0.44, 0.41, -0.76, -0.28



[3]
Molecular formula: C9H8NO3
Method: DFT, ωB97M-V with the def2-TZVPD basis set

Atoms and positions in Å:
H  4.121  0.944  -1.389
H  1.020  1.365  1.691
H  -0.535  0.123  1.971
C  1.628  0.862  0.912
N  -1.418  -1.251  0.927
C  1.346  -0.922  -0.672
O  -1.340  -2.430  0.161
H  2.636  -0.616  -2.422
H  -2.186  -2.669  -0.272
H  0.915  -1.871  -0.921
C  -0.316  -0.576  1.159
C  -3.678  1.230  0.103
C  0.916  -0.270  0.519
O  -4.070  2.370  -0.308
C  3.138  0.698  -0.928
C  -3.776  -0.001  -0.389
O  -3.899  -1.243  -0.542
H  -2.952  1.121  0.973
C  2.371  -0.344  -1.452
C  2.789  1.313  0.264
H  3.290  2.167  0.614

energy above the lowest of the compared OMol25 structures with the same formula, charge and spin = 4.479 eV
gap between HOMO and LUMO = 4.647 eV
calculated total energy = -628.08545 Eh
total charge = -1

These are the Mulliken partial charges, in e, on atoms 1 to 6: 0.30, 0.20, 0.25, -0.22, -0.34, -0.25



Which formula does entry 1 have?
C9H8N4O